Below is a gas-phase ion, C3H8N2OS (charge +1) in a non-equilibrium geometry, with properties calculated with ωB97M-V/def2-TZVPD.

Positions of all 15 atoms, in Å:
N -1.64246 -0.26236 0.83122
C -0.45983 0.24628 0.07590
C 0.46218 -0.97167 -0.10266
S 0.20309 -2.10906 -1.59455
C 0.34798 1.40221 0.85369
N -0.30688 2.76522 0.86988
O 1.55650 1.43428 0.94495
H -2.41722 0.36170 0.68667
H -0.27144 -3.24430 -1.05662
H -1.95815 -1.14397 0.44925
H -0.84129 0.72176 -0.94619
H 1.53251 -0.63624 -0.16751
H 0.46707 -1.76569 0.70078
H -0.83239 2.94157 0.03409
H 0.16290 3.45496 1.38347

Output
Electronic energy (Ha): -701.658152
2S+1: 2
Charge: +1
Kohn-Sham gap (alpha / beta) (eV): 9.593 / 3.880
HOMO (alpha / beta) (eV): -13.602 / -13.374
Energy above the lowest of the compared OMol25 structures with the same formula, charge and spin (kcal/mol): 47.86
Max |F| (Eh/bohr): 0.108